[1]
{"formula": "C55H148N9O23", "method": "wB97M-V/def2-TZVPD", "species": ["C", "C", "C", "C", "C", "C", "N", "O", "C", "C", "C", "H", "H", "H", "H", "H", "H", "H", "H", "H", "H", "H", "H", "H", "H", "H", "H", "H", "H", "C", "C", "C", "O", "C", "N", "H", "H", "H", "H", "H", "H", "H", "H", "H", "H", "H", "C", "C", "C", "O", "C", "N", "H", "H", "H", "H", "H", "H", "H", "H", "H", "H", "H", "C", "C", "C", "O", "C", "N", "H", "H", "H", "H", "H", "H", "H", "H", "H", "H", "H", "C", "C", "C", "O", "C", "N", "H", "H", "H", "H", "H", "H", "H", "H", "H", "H", "H", "C", "C", "C", "O", "C", "N", "H", "H", "H", "H", "H", "H", "H", "H", "H", "H", "H", "C", "C", "C", "O", "C", "N", "H", "H", "H", "H", "H", "H", "H", "H", "H", "H", "H", "C", "C", "C", "O", "C", "N", "H", "H", "H", "H", "H", "H", "H", "H", "H", "H", "H", "C", "C", "C", "O", "C", "N", "H", "H", "H", "H", "H", "H", "H", "H", "H", "H", "H", "C", "C", "O", "O", "H", "H", "H", "H", "H", "H", "C", "C", "O", "O", "H", "H", "H", "H", "H", "H", "C", "C", "O", "O", "H", "H", "H", "H", "H", "H", "C", "C", "O", "O", "H", "H", "H", "H", "H", "H", "C", "C", "O", "O", "H", "H", "H", "H", "H", "H", "C", "C", "O", "O", "H", "H", "H", "H", "H", "H", "C", "C", "O", "O", "H", "H", "H", "H", "H", "H"], "positions_angstrom": [[-0.5479, 0.3966, -2.1384], [-0.6107, -0.5387, -0.9294], [0.6934, -1.3454, -0.8370], [1.8704, -0.5429, -0.2786], [1.4429, 0.0697, 1.0387], [0.1272, 0.8720, 1.0013], [-0.9030, 0.0268, 0.3826], [-2.1898, 0.5798, 0.4795], [0.2886, 2.2543, 0.3638], [-0.2200, 1.0212, 2.4772], [-1.6765, -1.5916, -1.2282], [-1.3730, 1.1016, -2.2177], [-0.6259, -0.1200, -3.1040], [0.3566, 1.0136, -2.1584], [0.9842, -1.5912, -1.8722], [0.5301, -2.2664, -0.2792], [2.1505, 0.2488, -0.9847], [2.7088, -1.2372, -0.1708], [2.2454, 0.7098, 1.4308], [1.2691, -0.7382, 1.7568], [-0.6575, 2.5807, -0.0737], [1.0356, 2.1663, -0.4372], [0.6677, 3.0228, 1.0427], [-0.6650, 0.1031, 2.8640], [-1.0219, 1.7442, 2.6149], [0.5453, 1.3662, 3.1793], [-1.8132, -2.2702, -0.3775], [-1.4878, -2.2005, -2.1206], [-2.6662, -1.1271, -1.3183], [4.7871, -3.1602, 0.2181], [4.2532, -4.4413, -0.4030], [2.7532, -4.3412, -0.5395], [2.2217, -5.5844, -0.9272], [0.8912, -5.5078, -1.3529], [4.7679, -4.5992, -1.7899], [4.2303, -2.9278, 1.1263], [4.7183, -2.3481, -0.5070], [5.8447, -3.2631, 0.4676], [4.5563, -5.2946, 0.2104], [2.4861, -3.5658, -1.2759], [2.2799, -3.9974, 0.3938], [0.7317, -4.7131, -2.0889], [0.1841, -5.3070, -0.5287], [0.5600, -6.4772, -1.7264], [4.0902, -5.1544, -2.3028], [5.6197, -5.1484, -1.7908], [1.8672, 7.0770, 2.8840], [1.9580, 6.4473, 1.5127], [2.7253, 5.1382, 1.4798], [4.0618, 5.3689, 1.8499], [4.7705, 4.1602, 2.0060], [0.6116, 6.2173, 0.9772], [2.8770, 7.2105, 3.2822], [1.2863, 6.4544, 3.5630], [1.4588, 8.0876, 2.8222], [2.5062, 7.1187, 0.8268], [2.5864, 4.6425, 0.5121], [2.2643, 4.4862, 2.2470], [4.6019, 3.4361, 1.2062], [4.4616, 3.6762, 2.9485], [5.8275, 4.3979, 2.1054], [0.6497, 5.7970, 0.0536], [0.1035, 7.0874, 0.8844], [-0.9967, -3.0261, 9.6398], [-0.8764, -1.9002, 8.6302], [0.1089, -2.2013, 7.5371], [0.4915, -1.0762, 6.7690], [-0.2496, -0.8565, 5.5700], [-2.2278, -1.6200, 8.0904], [-1.7149, -2.7483, 10.4142], [-0.0422, -3.2518, 10.1207], [-1.3501, -3.9640, 9.2032], [-0.5883, -0.9980, 9.1893], [-0.2228, -3.0383, 6.9118], [1.0491, -2.4847, 8.0233], [0.2111, -0.1254, 4.9155], [-1.2862, -0.5683, 5.7558], [-0.2840, -1.8254, 5.0597], [-2.8506, -1.3625, 8.8483], [-2.1962, -0.8085, 7.4878], [-0.7917, -7.6679, -4.8100], [-1.2147, -6.2229, -4.8573], [0.0187, -5.3454, -4.9583], [-0.3008, -3.9969, -4.6775], [0.8136, -3.1648, -4.5194], [-2.0699, -5.9901, -6.0513], [-0.3639, -7.9250, -3.8398], [-0.0598, -7.8743, -5.5935], [-1.6366, -8.3296, -5.0074], [-1.7861, -5.8510, -3.9972], [0.4611, -5.4468, -5.9585], [0.7646, -5.6792, -4.2238], [1.4823, -3.2249, -5.3878], [1.3994, -3.4018, -3.6219], [0.4564, -2.1397, -4.4156], [-2.9372, -6.5013, -5.9019], [-2.3791, -5.0168, -6.0111], [-2.8707, -0.4528, -5.4014], [-3.4950, -1.8449, -5.2904], [-4.8200, -1.9265, -6.0034], [-5.7223, -0.9884, -5.4971], [-6.9227, -0.8735, -6.1948], [-2.6371, -2.8943, -5.8395], [-1.8442, -0.5042, -5.0274], [-3.4036, 0.2848, -4.7994], [-2.8113, -0.1242, -6.4441], [-3.6209, -2.0489, -4.2221], [-5.2115, -2.9526, -5.9250], [-4.6560, -1.7305, -7.0802], [-7.4829, -0.0128, -5.8338], [-7.5352, -1.7780, -6.0813], [-6.7587, -0.6924, -7.2688], [-2.4254, -2.6802, -6.8096], [-1.7527, -3.0078, -5.3441], [-1.8836, 4.1042, 7.6908], [-1.2864, 2.7297, 7.4426], [-0.0179, 2.7939, 6.6185], [-0.3301, 3.2059, 5.3072], [0.7535, 3.7535, 4.6294], [-1.0539, 2.0511, 8.7295], [-2.2238, 4.5493, 6.7572], [-1.1117, 4.7603, 8.1176], [-2.6776, 4.0805, 8.4351], [-2.0173, 2.1462, 6.8760], [0.4167, 1.7789, 6.5912], [0.7643, 3.4156, 7.0810], [1.2272, 4.5601, 5.2081], [0.5042, 4.1251, 3.6350], [1.5623, 3.0289, 4.4313], [-0.2689, 2.5174, 9.1885], [-0.6250, 1.1468, 8.5199], [1.6265, 0.0598, -6.0155], [2.5267, 0.7569, -5.0016], [3.9803, 0.4080, -5.2654], [4.2883, -0.9512, -5.1228], [4.2911, -1.3885, -3.7792], [2.3387, 2.2310, -5.0425], [1.9442, 0.3191, -7.0285], [0.5754, 0.3271, -5.8797], [1.6924, -1.0173, -5.8744], [2.2512, 0.4314, -3.9947], [4.6226, 1.0220, -4.6091], [4.2460, 0.7890, -6.2597], [5.0944, -0.9328, -3.1926], [4.4973, -2.4625, -3.7651], [3.3114, -1.3011, -3.2977], [2.6181, 2.4951, -5.9904], [1.3229, 2.3300, -5.0827], [3.6979, 0.8277, 5.5148], [4.7269, -0.0421, 4.8193], [4.6790, 0.1817, 3.3133], [5.6873, -0.6095, 2.7056], [6.0072, -0.1580, 1.4222], [6.0573, 0.2493, 5.3697], [3.9262, 1.8890, 5.3633], [3.6564, 0.6419, 6.5894], [2.6776, 0.6584, 5.1598], [4.4520, -1.0929, 4.9500], [4.7416, 1.2419, 3.0325], [3.7042, -0.1706, 2.9407], [6.7513, -0.7989, 0.9473], [6.3647, 0.8759, 1.3698], [5.1304, -0.2460, 0.7614], [6.7495, 0.0751, 4.6481], [6.1211, 1.2412, 5.5742], [-1.0128, -4.0601, 3.3214], [-0.6696, -2.8749, 2.4698], [-1.7682, -2.0236, 2.3495], [0.1768, -4.7163, 3.7544], [-1.6568, -4.7301, 2.7423], [-1.6050, -3.7409, 4.1870], [-0.3460, -3.2247, 1.4714], [0.1973, -2.3021, 2.8374], [-1.6390, -1.3297, 1.6681], [0.0731, -5.6630, 3.6409], [-3.7953, -4.9880, -1.6966], [-4.3694, -4.7659, -3.0642], [-5.0893, -5.9213, -3.5148], [-4.8550, -5.1669, -0.7690], [-3.1750, -4.1205, -1.4212], [-3.0828, -5.8230, -1.6975], [-3.6094, -4.5328, -3.8098], [-5.0782, -3.9296, -3.0467], [-5.9277, -5.9318, -3.0455], [-4.5340, -5.7030, -0.0404], [-3.7639, 2.9353, -2.4025], [-3.7329, 4.1379, -1.4453], [-4.8817, 4.1591, -0.6263], [-3.7517, 1.7746, -1.6146], [-2.9424, 2.9691, -3.1270], [-4.7617, 3.0301, -2.8552], [-3.6951, 5.0848, -2.0155], [-2.8539, 4.0484, -0.8077], [-5.6455, 4.2624, -1.2007], [-2.8649, 1.4102, -1.5106], [-2.1994, 5.2515, 3.2733], [-2.4412, 4.6216, 1.9308], [-3.0259, 3.3295, 2.0543], [-3.4718, 5.6061, 3.8499], [-1.6581, 6.2006, 3.1654], [-1.6501, 4.5522, 3.9031], [-1.5020, 4.4666, 1.3843], [-3.0475, 5.2703, 1.2947], [-2.2590, 2.7743, 2.2271], [-3.3057, 6.2992, 4.4924], [0.3789, 3.8887, -2.8973], [-0.1041, 4.4003, -4.2311], [-0.7604, 3.3403, -4.9271], [1.0113, 4.8737, -2.1135], [1.0522, 3.0343, -3.0528], [-0.4090, 3.4241, -2.3025], [0.7268, 4.7640, -4.8474], [-0.8168, 5.2126, -4.0452], [-0.8024, 3.5318, -5.8673], [1.7119, 5.2915, -2.6263], [-6.8950, 0.0443, -2.5274], [-5.6327, -0.7478, -2.2974], [-5.4304, -1.0265, -0.9204], [-6.8492, 1.2775, -1.8273], [-7.7758, -0.5327, -2.2014], [-7.0741, 0.1853, -3.5990], [-4.7580, -0.2730, -2.7345], [-5.7272, -1.7292, -2.7916], [-5.9728, -1.7821, -0.6803], [-7.1849, 1.9700, -2.3995], [4.5752, 1.9183, -1.3181], [3.7924, 3.1593, -1.7497], [4.0383, 3.5736, -3.0745], [5.8905, 2.3355, -0.9499], [4.6567, 1.2145, -2.1529], [4.0343, 1.4645, -0.4887], [4.1561, 3.9625, -1.0985], [2.7273, 3.1002, -1.4951], [3.4272, 3.1410, -3.6997], [6.2331, 2.9003, -1.6493]], "forces_ev_per_angstrom": [[0.1, 0.8, -0.5], [0.1, -1.1, -0.1], [0.7, 0.8, -1.0], [-0.8, -0.2, 0.0], [0.4, 0.1, 0.0], [0.5, -0.3, 0.4], [-0.1, -0.5, 0.6], [0.7, 0.3, -0.6], [0.5, -0.2, -0.6], [-1.4, 0.4, 0.6], [-1.3, 0.0, 0.4], [-0.1, 0.1, 0.4], [0.3, -0.3, 0.2], [0.1, -0.1, 0.0], [-0.2, -0.4, 0.1], [0.0, 0.0, 0.1], [0.1, -0.1, -0.1], [0.2, 0.3, 0.1], [-0.1, 0.0, 0.1], [0.2, 0.0, 0.0], [-0.1, 0.0, 0.2], [-0.1, 0.2, -0.1], [-0.1, -0.1, 0.2], [0.2, -0.1, -0.1], [0.0, 0.0, -0.1], [0.5, -0.1, -0.5], [0.3, 0.0, 0.0], [0.3, 0.2, -0.1], [0.1, 0.1, -0.1], [0.3, -0.2, -0.1], [0.2, 0.3, -0.9], [-0.6, 0.3, 0.6], [0.2, -0.4, -0.3], [-1.0, 0.1, 0.5], [0.0, -0.1, 0.2], [0.1, 0.2, 0.0], [-0.2, 0.1, 0.1], [0.0, 0.0, 0.1], [-0.4, -0.1, 0.1], [0.2, -0.1, -0.1], [0.1, -0.2, 0.1], [0.1, -0.1, -0.1], [0.3, 0.2, 0.1], [0.4, 0.0, -0.3], [0.1, -0.1, 0.0], [0.1, 0.1, 0.0], [0.7, 0.2, 0.0], [-0.1, 0.4, -1.2], [-0.9, -0.1, 1.3], [0.2, -0.1, -0.8], [-0.1, -0.1, 0.9], [0.0, -0.3, 0.2], [-0.1, -0.2, 0.1], [-0.1, 0.1, 0.0], [-0.3, -0.1, 0.0], [0.1, 0.1, 0.3], [0.3, 0.1, -0.1], [0.0, -0.1, -0.2], [0.1, 0.2, -0.2], [0.0, 0.0, -0.1], [0.0, 0.0, -0.2], [0.0, 0.0, 0.0], [0.0, 0.0, 0.1], [0.1, -0.4, 0.1], [-1.4, 0.6, 0.4], [0.9, 0.2, 0.1], [-0.1, 0.8, -0.2], [-0.4, -1.3, 0.2], [0.2, -0.3, -0.2], [0.1, 0.0, 0.0], [0.0, 0.2, 0.0], [-0.1, 0.2, -0.2], [0.7, -0.2, -0.1], [-0.1, 0.1, -0.1], [-0.1, -0.3, 0.0], [0.3, 0.1, 0.3], [0.0, 0.2, 0.0], [-0.1, 0.2, -0.4], [0.0, -0.1, 0.0], [0.0, 0.0, -0.1], [-0.2, -0.3, 0.2], [-0.5, 1.0, -0.9], [0.4, -0.2, 0.3], [-0.2, -0.1, 0.1], [0.4, 0.2, -0.1], [0.1, 0.0, 0.3], [0.0, -0.1, 0.0], [0.1, 0.1, 0.0], [0.0, 0.0, 0.1], [0.3, -0.6, 0.5], [-0.1, 0.1, 0.0], [0.0, -0.1, 0.0], [0.0, 0.0, 0.0], [-0.1, -0.1, 0.0], [-0.1, 0.0, 0.0], [0.1, -0.1, -0.1], [0.1, 0.0, -0.2], [0.2, -0.1, 0.2], [0.7, 0.3, 0.3], [-0.2, -0.5, -0.5], [0.1, 0.7, 0.6], [-0.2, -0.2, -0.6], [-0.3, 0.0, -0.2], [-0.1, 0.0, 0.1], [-0.1, 0.0, -0.1], [-0.1, 0.0, 0.0], [-0.2, -0.1, -0.1], [-0.1, 0.1, 0.1], [0.0, 0.0, 0.1], [0.1, 0.0, 0.3], [0.0, 0.1, -0.1], [0.1, -0.2, 0.1], [0.1, 0.0, 0.0], [-0.3, 0.1, -0.1], [0.5, 0.3, 0.2], [-0.3, 0.2, 0.3], [0.2, -0.9, -0.3], [-0.2, 0.3, 0.0], [1.4, 0.0, -0.3], [0.7, -0.3, -0.2], [-0.1, 0.0, 0.0], [0.0, 0.0, -0.1], [-0.2, -0.2, -0.2], [0.1, -0.1, 0.0], [0.0, 0.1, -0.1], [-0.3, 0.3, 0.0], [-0.2, 0.1, 0.0], [-0.6, 0.1, 0.2], [-0.2, -0.2, 0.3], [-0.3, 0.3, 0.1], [-0.3, -0.1, 0.0], [0.0, -0.2, 0.3], [-0.4, 0.0, 0.0], [0.5, 1.2, 0.6], [-0.1, -0.1, -0.4], [0.1, -0.9, 0.1], [0.0, -0.7, -0.6], [-0.1, -0.1, -0.1], [0.0, 0.1, 0.0], [0.1, 0.0, -0.3], [0.0, 0.0, 0.0], [-0.2, -0.2, 0.2], [0.0, -0.6, -0.2], [-0.2, 0.3, 0.0], [0.1, 0.1, -0.2], [0.1, 0.4, 0.1], [0.2, 0.2, 0.1], [0.0, 0.4, 0.3], [-0.4, 0.1, 0.2], [0.0, 0.5, -0.3], [-0.8, -0.6, -0.1], [0.5, 0.4, 0.4], [-0.4, -0.2, -1.1], [-0.1, -0.1, -0.1], [0.0, 0.0, 0.0], [0.2, 0.0, 0.0], [0.1, -0.1, -0.2], [0.3, 0.0, 0.3], [0.4, 0.0, 0.1], [0.0, 0.1, 0.0], [0.2, -0.1, 0.4], [0.0, 0.0, 0.3], [0.0, 0.2, 0.1], [0.0, -0.2, 0.1], [-0.1, 0.0, 0.0], [-0.5, -0.1, 0.3], [0.7, 1.0, -1.3], [-0.8, -0.4, 0.5], [0.1, 0.0, -0.1], [0.1, -0.1, 0.0], [0.1, 0.1, 0.0], [0.0, -0.1, 0.1], [0.0, -0.4, 0.4], [0.3, 0.1, -0.2], [0.0, 0.0, 0.0], [1.0, 0.6, 0.2], [-0.8, -0.3, -0.1], [0.3, 0.0, -0.3], [-0.1, -0.2, -0.1], [-0.3, 0.1, 0.0], [-0.4, -0.3, -0.1], [0.1, -0.1, 0.1], [0.2, 0.2, 0.1], [0.1, -0.1, 0.1], [0.0, 0.1, 0.1], [-0.2, 0.4, 1.5], [0.1, 0.1, -0.7], [0.1, 0.2, 0.2], [-0.5, -0.2, -1.0], [-0.2, 0.1, -0.2], [0.2, -0.4, -0.6], [0.3, -0.1, 0.0], [-0.1, 0.1, 0.2], [-0.1, -0.1, 0.0], [0.0, 0.0, 0.9], [-0.5, 0.8, -0.1], [0.3, -0.7, -0.5], [0.0, 0.8, 0.2], [0.1, -0.2, 0.1], [0.4, -0.3, -0.2], [-0.1, 0.1, 0.2], [0.2, 0.5, 0.2], [-0.4, -0.2, 0.2], [-0.5, -0.6, -0.3], [0.0, -0.1, 0.1], [0.5, -1.3, 0.2], [-0.6, 0.3, -0.2], [0.2, -0.4, 0.2], [-0.2, 0.5, 0.1], [0.1, 0.2, -0.2], [-0.3, 0.5, 0.0], [0.1, 0.2, 0.2], [0.1, 0.1, -0.1], [-0.1, 0.2, 0.1], [0.1, -0.2, 0.0], [-0.5, 0.0, -0.3], [-0.3, -1.3, 0.1], [0.4, 0.4, 0.0], [-0.1, 0.1, -0.1], [0.2, 0.0, 0.3], [0.4, 0.1, 0.0], [0.1, 0.3, 0.4], [-0.2, 0.3, -0.4], [0.0, 0.0, 0.0], [0.0, 0.0, 0.0], [-0.1, 1.0, -0.9], [-0.2, 0.2, 0.6], [0.1, 0.2, -0.1], [0.1, -0.6, 0.6], [-0.3, -0.2, 0.1], [0.5, -0.1, 0.3], [0.0, 0.0, -0.1], [0.0, -0.3, -0.4], [-0.1, -0.2, 0.0], [-0.1, 0.0, -0.1]], "orbital_gap_ha": 0.16828, "max_force_ev_per_a": 1.73, "homo_energy_ev": -2.9, "charge": -1}

=====

[2]
{"formula": "C3H6BF4NO2PdTe4", "method": "wB97M-V/def2-TZVPD", "species": ["Pd", "N", "C", "C", "C", "O", "O", "H", "H", "H", "H", "H", "H", "Te", "Te", "Te", "Te", "F", "B", "F", "F", "F"], "positions_angstrom": [[0.7633, 0.4094, 0.1538], [-0.7900, -1.0479, -0.2035], [-2.1549, -0.4814, -0.2072], [-2.4375, 0.3275, 1.0456], [-1.5977, 1.6275, 1.1513], [-1.0362, 1.9918, 0.0592], [-1.5743, 2.1774, 2.2552], [-0.5432, -1.3927, -1.1302], [-0.7113, -1.7974, 0.4749], [-2.8859, -1.2963, -0.3112], [-2.2165, 0.1637, -1.0775], [-2.2581, -0.2712, 1.9444], [-3.4917, 0.6212, 1.0693], [1.8578, -0.7497, 2.4878], [4.0581, -1.3597, 3.7991], [5.0732, 1.7235, 2.6962], [3.0973, 1.6894, 1.0704], [2.0369, -1.4136, -2.2558], [1.3821, -0.4634, -3.0641], [1.5391, -0.7858, -4.4216], [-0.0014, -0.4883, -2.7345], [1.8908, 0.8160, -2.8016]], "forces_ev_per_angstrom": [[-0.2, 0.2, 0.3], [-0.1, 0.0, 0.1], [0.0, -0.2, 0.0], [0.1, -0.1, 0.0], [0.1, -0.1, -0.2], [0.4, -0.2, 0.5], [-0.1, 0.2, -0.2], [0.0, 0.1, 0.1], [0.0, 0.0, 0.0], [0.0, 0.1, 0.0], [0.0, 0.1, -0.1], [0.0, 0.0, 0.0], [0.0, 0.0, 0.0], [-0.1, -0.1, 0.1], [-0.2, 0.0, -0.2], [0.1, 0.0, -0.1], [-0.1, 0.4, -0.1], [-0.1, 0.0, 0.0], [0.2, 0.0, 0.1], [0.0, 0.0, 0.0], [-0.2, 0.0, -0.2], [0.0, 0.0, 0.0]], "orbital_gap_ha": [0.19618, 0.17902], "spin_multiplicity": 3, "max_force_ev_per_a": 0.65, "homo_energy_ev": [-1.3, -1.4], "relative_energy_kcal_mol": 44.5, "charge": -2}

=====

What is the formula in the second record? C3H6BF4NO2PdTe4